1.
Computed, not measured: a 2-piece molecular cluster, C11H6F17N4O2 overall at a distorted geometry, with wB97M-V/def2-TZVPD.

Output
HOMO energy (eV): -1.71
Total charge: -1
Strongest force on any atom (eV/Å): 2.27

XYZ file:
```
40
C11H6F17N4O2, DFT wB97M-V/def2-TZVPD
F -2.00317 -2.78320 -0.92193
F 2.23189 -2.60376 0.18947
F -0.03325 -2.96376 1.20935
F 0.36360 -0.07008 -3.14126
F -1.67966 -4.28977 -2.91893
F -2.98296 -3.07793 -4.15568
F 0.20326 -2.12270 3.49297
F 0.52814 -2.81026 -1.70890
F -3.62390 -1.92046 -2.08023
F -2.27493 0.00344 -1.15827
F -1.99951 -0.23065 -3.31381
F 2.21771 -1.67159 2.69434
F -0.72650 -0.90066 0.96173
F -0.88839 -2.55940 -3.97722
F 2.15797 -0.41046 0.27639
F 2.09006 -1.35159 -2.12089
F 0.08757 0.55608 -1.07404
O 1.37552 2.95260 0.66698
O -0.34132 5.80536 -0.62256
N 0.73538 -0.00152 3.13032
N 0.01700 1.77153 4.22182
N 1.55818 1.09813 2.88300
N 1.10854 2.16519 3.59869
C 0.35829 -1.66303 1.20921
C 0.36799 3.52793 0.10261
C 0.67064 5.23977 -0.07757
C -0.06606 -0.46058 -1.92405
C 0.90247 -1.30418 2.66116
C 1.41503 -1.51796 0.08021
C -1.94825 -3.03835 -3.31121
C -2.28492 -2.13742 -2.06332
C -1.64231 -0.71797 -2.09980
C 0.94679 -1.56131 -1.42426
C -0.24524 0.52101 3.98709
H 0.13067 3.23295 -0.93849
H -0.58839 3.52906 0.66725
H 1.62236 5.21163 -0.65445
H -1.04863 -0.07183 4.37579
H 2.37524 1.12148 2.30365
H 0.91308 5.50428 0.97486
```

Atomic partial charges in e from the Mulliken method, atoms 1 to 8: atom 1 (F): -0.20, atom 2 (F): -0.31, atom 3 (F): -0.32, atom 4 (F): -0.32, atom 5 (F): -0.26, atom 6 (F): -0.26, atom 7 (F): -0.35, atom 8 (F): -0.29

2.
Computed, not measured: a 25-piece molecular cluster, C11H72NO24 overall at a distorted geometry, with wB97M-V/def2-TZVPD.

Output
HOMO energy (eV): -11.84
Total charge: +1
Strongest force on any atom (eV/Å): 16.51

XYZ file:
```
108
C11H72NO24, DFT wB97M-V/def2-TZVPD
O 39.20900 9.16300 31.61500
O 40.37800 6.47600 31.58200
O 37.44700 0.93500 38.75600
O 36.78400 -2.59100 33.27100
O 37.95200 10.90200 33.49500
O 35.03200 -0.57600 30.62500
O 36.23500 7.15700 38.48900
O 37.82700 3.09800 40.98900
O 37.42100 0.24300 27.44700
O 35.29600 2.19600 37.05400
O 36.20800 5.19100 40.14400
O 36.07300 -0.57600 35.43500
O 32.73800 6.38900 33.64800
O 33.68700 4.15300 32.62300
O 39.54400 -0.71100 28.83400
O 37.55200 -1.63200 30.38000
O 40.40500 0.43000 33.43000
O 41.35400 7.48500 37.83600
O 35.77200 5.10500 31.09900
O 40.66400 0.54900 30.42400
O 39.19700 -1.12500 33.01200
O 42.18700 5.82900 33.25500
O 41.82600 2.95400 33.74800
O 38.62300 0.27800 36.12100
N 37.66600 5.32100 34.80400
C 39.46000 4.21700 38.00200
C 39.41100 4.53000 36.45900
C 38.30400 4.50000 33.71900
C 37.48300 1.02700 31.88200
C 36.27500 5.54200 34.54300
C 35.92800 6.95500 35.00300
C 37.16600 7.70400 34.59500
C 38.27400 6.62600 34.64700
C 37.80000 2.99200 33.49600
C 38.21300 2.34800 32.20300
C 37.95000 4.74400 36.14900
H 35.14600 4.62900 31.66200
H 40.24100 0.28400 32.44300
H 36.77600 -1.09300 30.69000
H 40.47500 4.01700 38.37500
H 35.57200 4.85600 35.09300
H 33.40900 4.90400 33.16900
H 37.26000 3.73400 40.70200
H 36.46200 1.15400 31.89300
H 41.07300 2.33200 33.56900
H 34.17400 -0.93500 31.01800
H 36.30800 -0.97400 34.60100
H 39.97600 5.47100 36.46100
H 36.95900 0.21700 38.74400
H 35.03200 1.74800 36.32300
H 37.30700 3.94500 36.16600
H 36.79500 2.88500 33.53900
H 38.81400 -1.21100 29.22300
H 37.80400 0.47200 31.01800
H 40.38600 1.07900 29.68700
H 35.61200 7.08000 36.16900
H 41.76900 4.89400 33.42800
H 41.19300 6.46700 32.16400
H 37.09500 7.58200 38.58200
H 36.00000 4.48200 30.35200
H 32.53100 6.90500 34.34400
H 36.04400 -2.11800 32.84000
H 36.02300 5.43900 33.49500
H 35.25800 -0.15800 35.10200
H 37.27600 10.81600 32.91100
H 39.40700 5.18000 38.58900
H 38.13400 0.83000 38.05400
H 42.62900 2.74100 33.40300
H 39.39300 -0.24900 36.24100
H 38.26000 -1.38700 33.08900
H 38.32000 2.54000 34.34600
H 38.84800 6.79900 35.47000
H 39.37400 4.55600 33.90700
H 38.46500 10.38300 32.96300
H 39.34300 8.26200 31.92900
H 39.72600 -0.04000 33.92000
H 39.37800 2.15700 32.05300
H 37.98600 0.61900 28.12600
H 36.83600 8.10000 33.66100
H 35.61700 7.83800 38.73600
H 41.81700 7.10400 38.58700
H 37.85100 2.77600 40.11800
H 38.42300 5.15800 32.89100
H 35.53200 4.69100 39.79300
H 39.09500 6.82200 33.81800
H 34.73800 -0.71500 29.74200
H 42.63000 6.24200 34.03400
H 41.90300 7.05200 37.16100
H 38.72200 3.46600 38.32600
H 39.96500 3.79800 35.84400
H 40.56000 -0.08800 29.96300
H 39.54600 -1.10200 27.95900
H 32.90300 4.23300 32.01000
H 36.95300 -2.44200 30.26400
H 37.91900 2.73600 31.23000
H 32.45000 7.08300 32.96100
H 34.95200 7.25300 34.51600
H 36.39500 5.84500 39.39500
H 37.72600 -0.14700 36.03100
H 37.64000 0.15000 32.65600
H 39.42400 -1.54100 32.11300
H 36.81700 -3.43900 32.93200
H 40.59300 6.05000 30.69500
H 36.52000 0.66400 27.38600
H 38.76800 9.30700 30.91000
H 37.61000 5.62000 36.81100
H 36.17800 1.98200 37.29800
H 37.15100 8.51600 35.26600
```

Atomic partial charges in e from the Mulliken method, atoms 1 to 8: atom 1 (O): -0.68, atom 2 (O): -0.65, atom 3 (O): -0.61, atom 4 (O): -0.68, atom 5 (O): -0.56, atom 6 (O): -0.55, atom 7 (O): -0.68, atom 8 (O): -0.57

3.
Computed, not measured: one molecule with the formula C11H7N5OS at a distorted geometry, with wB97M-V/def2-TZVPD.

Output
HOMO energy (eV): -8.06
Total charge: 0
Strongest force on any atom (eV/Å): 2.73
SMILES string: c1c[nH]c(-c2nn3c(-c4ccco4)nnc3s2)c1

XYZ file:
```
25
C11H7N5OS, DFT wB97M-V/def2-TZVPD
S 1.85228 2.36710 0.09754
O -0.24633 -2.59919 -0.68256
N 1.25835 0.00134 -0.61651
N 3.19944 0.46460 -1.52639
N -0.79068 3.56034 1.65848
N 0.09908 0.38672 -0.02204
N 2.92134 -0.85024 -1.82075
C 0.26784 1.60800 0.39493
C -2.85006 2.79784 2.08284
C -0.57259 -3.91524 -0.87305
C 0.45953 -4.56179 -1.50385
C 1.72630 -1.12609 -1.26822
C -2.04474 1.79701 1.38746
C -0.79171 2.29156 1.13657
C 2.20108 0.93002 -0.78425
C -2.03134 3.89131 2.19452
C 1.45823 -3.58098 -1.80175
C 1.03196 -2.40671 -1.21130
H 0.51852 -5.61171 -1.70753
H -1.49479 -4.29616 -0.48207
H -2.38113 0.81034 1.08809
H 2.39590 -3.71140 -2.38439
H -3.87991 2.67384 2.42135
H -0.03571 4.23775 1.54649
H -2.27085 4.84171 2.67642
```

Atomic partial charges in e from the Mulliken method, atoms 1 to 8: atom 1 (S): -0.24, atom 2 (O): -0.30, atom 3 (N): 0.77, atom 4 (N): -0.66, atom 5 (N): -0.10, atom 6 (N): -0.96, atom 7 (N): -0.40, atom 8 (C): -0.02

Question: The highest HOMO energy belongs to which entry?
Answer: C11H6F17N4O2

What did the first record say?
Computed, not measured: a 2-piece molecular cluster, C11H6F17N4O2 overall at a distorted geometry, with wB97M-V/def2-TZVPD.

Output
HOMO energy (eV): -1.71
Total charge: -1
Strongest force on any atom (eV/Å): 2.27

XYZ file:
```
40
C11H6F17N4O2, DFT wB97M-V/def2-TZVPD
F -2.00317 -2.78320 -0.92193
F 2.23189 -2.60376 0.18947
F -0.03325 -2.96376 1.20935
F 0.36360 -0.07008 -3.14126
F -1.67966 -4.28977 -2.91893
F -2.98296 -3.07793 -4.15568
F 0.20326 -2.12270 3.49297
F 0.52814 -2.81026 -1.70890
F -3.62390 -1.92046 -2.08023
F -2.27493 0.00344 -1.15827
F -1.99951 -0.23065 -3.31381
F 2.21771 -1.67159 2.69434
F -0.72650 -0.90066 0.96173
F -0.88839 -2.55940 -3.97722
F 2.15797 -0.41046 0.27639
F 2.09006 -1.35159 -2.12089
F 0.08757 0.55608 -1.07404
O 1.37552 2.95260 0.66698
O -0.34132 5.80536 -0.62256
N 0.73538 -0.00152 3.13032
N 0.01700 1.77153 4.22182
N 1.55818 1.09813 2.88300
N 1.10854 2.16519 3.59869
C 0.35829 -1.66303 1.20921
C 0.36799 3.52793 0.10261
C 0.67064 5.23977 -0.07757
C -0.06606 -0.46058 -1.92405
C 0.90247 -1.30418 2.66116
C 1.41503 -1.51796 0.08021
C -1.94825 -3.03835 -3.31121
C -2.28492 -2.13742 -2.06332
C -1.64231 -0.71797 -2.09980
C 0.94679 -1.56131 -1.42426
C -0.24524 0.52101 3.98709
H 0.13067 3.23295 -0.93849
H -0.58839 3.52906 0.66725
H 1.62236 5.21163 -0.65445
H -1.04863 -0.07183 4.37579
H 2.37524 1.12148 2.30365
H 0.91308 5.50428 0.97486
```

Atomic partial charges in e from the Mulliken method, atoms 1 to 8: atom 1 (F): -0.20, atom 2 (F): -0.31, atom 3 (F): -0.32, atom 4 (F): -0.32, atom 5 (F): -0.26, atom 6 (F): -0.26, atom 7 (F): -0.35, atom 8 (F): -0.29

Question: The lowest strongest force on any atom belongs to which entry?
Answer: C11H6F17N4O2

Question: What is the formula in the second record?
Answer: C11H72NO24